{
  "formula": "C18H20N2O3",
  "method": "ωB97M-V/def2-TZVPD",
  "e_homo_ev": -7.97,
  "orbital_gap_ev": 8.655,
  "largest_force_ev_per_a": 0.7,
  "smiles": "COc1ccccc1NC(=O)CCNC(=O)c1ccc(C)cc1",
  "relative_energy_kj_mol": 63.6,
  "energy_ha": -1033.18633,
  "charge": 0,
  "symbols": ["O", "O", "O", "N", "N", "C", "C", "C", "C", "C", "C", "C", "C", "C", "C", "C", "C", "C", "C", "C", "C", "C", "C", "H", "H", "H", "H", "H", "H", "H", "H", "H", "H", "H", "H", "H", "H", "H", "H", "H", "H", "H", "H"],
  "positions_angstrom": [[2.678, 1.744, 0.147], [3.037, -3.108, 0.272], [-0.790, 0.462, -0.155], [2.593, -0.866, 0.258], [-1.303, -1.638, -0.780], [2.623, 3.145, 0.074], [-1.633, -0.398, -0.342], [-3.089, -0.155, -0.145], [5.040, -1.005, 0.096], [3.858, -0.284, 0.148], [6.254, -0.345, -0.013], [-3.574, 1.130, -0.368], [6.292, 1.033, -0.071], [0.749, -2.372, 0.382], [-7.252, 0.744, 0.421], [-5.803, 0.429, 0.213], [2.259, -2.179, 0.302], [-4.914, 1.415, -0.200], [-3.972, -1.142, 0.282], [0.084, -2.002, -0.955], [3.897, 1.125, 0.089], [-5.311, -0.848, 0.460], [5.116, 1.770, -0.020], [-2.879, 1.896, -0.680], [-7.865, -0.146, 0.304], [1.564, 3.394, 0.122], [0.153, -2.828, -1.662], [-5.986, -1.621, 0.798], [-5.278, 2.415, -0.386], [0.540, -3.410, 0.643], [-3.619, -2.139, 0.510], [3.041, 3.516, -0.868], [0.586, -1.127, -1.381], [5.165, 2.847, -0.066], [-2.011, -2.348, -0.871], [-7.405, 1.130, 1.429], [0.351, -1.720, 1.161], [4.998, -2.080, 0.142], [1.842, -0.183, 0.287], [7.168, -0.916, -0.053], [-7.588, 1.503, -0.282], [3.146, 3.613, 0.914], [7.235, 1.551, -0.155]]
}